C20H24FN3O2 | ωB97M-V/def2-TZVPD

Structure (ORCA input):
```
! wB97M-V def2-TZVPD RIJCOSX def2/J DEFGRID3
* xyz 0 1
C -0.659 0.055 0.386
C -4.796 0.522 -3.780
C -2.671 -0.445 -4.255
C -3.078 0.705 0.475
C -5.048 0.722 -5.160
H -1.708 -0.824 -3.936
H -3.457 -1.924 0.580
C 1.360 1.325 1.081
H 5.217 1.979 1.469
C 3.560 0.904 2.297
H 4.820 -2.510 2.809
C -3.254 -0.206 -1.902
H -2.757 1.697 0.783
C 4.303 2.175 2.037
H -1.857 -2.540 0.339
H -0.064 -0.823 0.503
H -5.984 1.215 -5.437
H -3.931 0.469 1.072
H -2.123 -0.665 -6.337
N 4.025 -0.175 3.025
N -2.043 -0.345 0.668
C 2.327 0.535 1.843
H -3.893 1.749 -1.314
H -1.614 -1.526 -1.836
C -3.578 -0.025 -3.288
C -2.607 -1.494 -1.444
H -3.195 -2.338 -1.831
H -0.516 0.350 -0.663
H -5.543 0.848 -3.069
C -2.490 -1.658 0.115
C -0.126 1.145 1.296
H -0.572 2.106 1.103
H 6.777 -1.600 4.681
O 1.773 2.049 0.180
N 3.125 -1.223 3.040
C 5.430 -0.240 3.595
H 5.055 -1.806 5.019
C -3.489 0.784 -0.992
F -4.241 0.453 -7.407
H -0.288 0.876 2.344
C 2.102 -0.788 2.364
C 5.779 -1.581 4.224
C -2.857 -0.331 -5.638
C -4.032 0.312 -6.097
H 5.544 0.567 4.374
H 6.161 0.005 2.806
H 4.550 2.565 3.022
H 1.216 -1.378 2.146
H 3.659 2.915 1.494
O 5.685 -2.583 3.218
*
```

**LUMO**: 0.027 hartree
**ΔE to the lowest compared entry with this formula, charge and spin**: 68.8 kcal per mole
**SMILES**: Cc1c(C(=O)CCN2CC=C(c3ccc(F)cc3)CC2)cnn1CCO
**E_tot**: -32410.460 eV
**Highest occupied orbital energy**: -8.3 eV
**HOMO-LUMO gap**: 9.04 eV

=====

C20H24N2O2 | ωB97M-V/def2-TZVPD

Structure (ORCA input):
```
! wB97M-V def2-TZVPD RIJCOSX def2/J DEFGRID3
* xyz 0 1
H -1.072 0.562 -0.278
C -3.342 0.397 0.426
H 3.525 -3.318 1.953
H -0.114 -2.086 -1.136
H -5.503 -1.591 -2.088
C 2.978 1.588 -1.957
H 1.046 -0.178 -1.863
C 1.908 -0.378 -1.213
H 2.438 4.283 0.194
C 1.590 -3.845 1.188
C 3.313 2.797 -1.075
H 3.871 -0.410 -0.009
H -3.102 -1.223 -2.543
C -2.553 1.153 1.374
H -0.324 -4.114 0.256
H 3.776 3.564 -1.700
H 0.123 1.414 2.684
H -0.345 3.711 0.741
O -1.468 0.058 -1.038
H 0.761 3.815 2.116
N -1.306 1.334 1.222
H 2.048 1.766 -2.521
H -5.141 0.584 1.566
O 3.963 -1.173 0.620
N 2.916 0.394 -1.172
H -1.186 2.605 2.895
C 2.855 -1.914 0.499
C 1.818 -1.564 -0.391
C -4.900 -1.035 -1.386
H -3.097 1.564 2.237
H 3.794 1.447 -2.675
C 1.391 2.444 0.569
C 0.308 3.130 1.397
H 4.046 2.481 -0.330
H 0.926 1.647 -0.010
C -4.702 0.183 0.663
C -0.543 2.104 2.154
H 1.391 3.765 -1.127
H -6.525 -0.684 -0.031
C 2.722 -3.063 1.280
C -2.763 -0.121 -0.751
C -5.477 -0.526 -0.229
C 0.680 -2.371 -0.462
H 1.503 -4.731 1.800
C 0.562 -3.500 0.318
C -3.561 -0.835 -1.646
C 2.100 3.412 -0.375
H 2.123 1.985 1.238
*
```

**LUMO**: 0.017 hartree
**ΔE to the lowest compared entry with this formula, charge and spin**: 38.3 kcal per mole
**SMILES**: Oc1ccccc1/C=N/CCCCCC/N=C/c1ccccc1O
**E_tot**: -28205.055 eV
**Highest occupied orbital energy**: -8.2 eV
**HOMO-LUMO gap**: 8.66 eV

=====

C20H24N2O3 | ωB97M-V/def2-TZVPD

Structure (ORCA input):
```
! wB97M-V def2-TZVPD RIJCOSX def2/J DEFGRID3
* xyz 0 1
C 5.713 4.159 2.906
H 6.063 5.041 3.600
C -6.826 -3.094 -2.938
H -5.036 -4.453 -3.464
H 4.643 1.036 3.709
H -7.517 -4.014 -3.181
H 1.629 1.737 0.087
C 0.480 -0.153 -0.024
H -0.489 3.110 -0.610
C -0.628 -0.717 -0.263
C -5.493 -3.488 -3.128
C 1.538 -0.734 0.604
C 4.975 -0.257 1.825
C 7.919 3.008 3.062
C -4.002 -0.160 -1.639
C -1.558 1.368 -0.745
H 4.887 0.169 0.682
C 6.488 2.973 3.035
H 5.657 -0.904 2.211
H 4.723 3.934 2.960
H 8.239 3.696 3.571
N 2.372 -0.274 1.711
C -4.470 -2.443 -2.872
C -6.318 -1.283 -1.953
H 3.420 -1.934 1.613
C -4.922 -1.402 -2.219
O -4.394 0.986 -1.775
H -3.647 -2.613 -2.861
H 6.343 2.449 4.150
H 3.919 1.906 2.267
C -7.237 -1.965 -2.332
H 8.057 3.260 1.906
H 8.492 2.133 3.186
O 6.110 1.730 2.351
N -2.790 -0.839 -1.356
H 5.914 4.277 1.717
H 3.513 -1.104 3.205
H -0.584 -1.687 -0.281
C 4.992 0.951 2.677
O 1.831 -1.940 0.240
H -8.395 -1.896 -1.936
H -6.592 -0.143 -1.713
H -2.659 -1.724 -0.978
C 3.575 -0.938 2.032
C -1.629 0.069 -0.950
C 0.593 1.322 0.185
C -0.467 1.966 -0.447
H 2.118 0.747 1.942
H -2.521 2.175 -1.341
*
```

**LUMO**: 0.003 hartree
**ΔE to the lowest compared entry with this formula, charge and spin**: 393.9 kcal per mole
**E_tot**: -30237.298 eV
**Highest occupied orbital energy**: -9.1 eV
**HOMO-LUMO gap**: 9.20 eV

=====

C20H24N2O4 | ωB97M-V/def2-TZVPD

Structure (ORCA input):
```
! wB97M-V def2-TZVPD RIJCOSX def2/J DEFGRID3
* xyz 0 1
C 4.388 0.585 4.624
H -3.680 -0.502 -2.808
C -0.576 -3.096 -1.267
H 0.484 -2.711 -3.105
H 2.608 -1.657 4.280
H -2.160 -1.988 -0.272
O -3.304 -0.064 -0.515
C 2.696 2.420 1.778
C -0.899 0.093 0.070
H -4.375 -0.636 -5.195
H 2.900 3.256 1.125
N 0.584 2.104 0.677
H 4.706 -0.447 4.482
O -1.949 -1.552 -3.086
C 1.503 1.715 1.647
H 3.966 0.666 5.625
H 2.253 -2.163 -1.642
C 2.168 0.276 3.476
H 5.262 1.228 4.565
H 1.647 -0.479 0.358
H -1.133 -2.925 0.825
C -0.493 1.424 0.227
C 1.860 -0.872 4.388
C 1.246 0.656 2.515
C 3.612 2.045 2.740
O -2.132 3.022 -0.708
H 4.536 2.598 2.832
N -0.332 -1.118 0.185
C -3.591 -1.290 -4.826
H -1.392 -3.598 -1.785
H 0.612 3.076 0.395
H -4.025 -2.252 -4.567
O -0.448 0.100 -2.855
C -1.751 1.939 -0.333
H 1.577 -0.565 -1.992
C 3.375 0.974 3.591
H 1.369 -2.216 0.545
H 0.882 -1.290 4.166
H 0.303 0.134 2.446
H 1.871 -0.548 5.428
C 1.374 -1.529 -1.523
H -2.855 -1.438 -5.613
C -0.772 -1.055 -2.743
C -1.135 -2.300 -0.077
H -2.471 0.295 -3.846
C -2.946 -0.661 -3.604
C 1.084 -1.327 -0.025
H 0.129 -3.856 -0.924
C 0.159 -2.153 -2.221
C -2.252 0.512 -0.344
*
```

**LUMO**: 0.021 hartree
**ΔE to the lowest compared entry with this formula, charge and spin**: 47.5 kcal per mole
**SMILES**: CCOC(=O)C1CCN(c2c(Nc3ccc(C)c(C)c3)c(=O)c2=O)CC1
**E_tot**: -32299.715 eV
**Highest occupied orbital energy**: -7.6 eV
**HOMO-LUMO gap**: 8.21 eV

=====

C20H24N2O6 | ωB97M-V/def2-TZVPD

Structure (ORCA input):
```
! wB97M-V def2-TZVPD RIJCOSX def2/J DEFGRID3
* xyz 0 1
C -2.965 0.963 -0.272
C 5.636 -0.907 -0.629
N -4.173 -1.105 0.165
C 3.257 -0.447 1.450
H 2.942 -0.495 2.496
H 2.529 2.263 1.207
H 5.838 -3.543 -0.643
C 3.941 0.979 -0.963
H 1.521 1.289 2.294
H 3.340 -1.468 1.069
H 4.305 -3.692 -1.558
C -7.529 -1.718 -0.744
H 1.810 0.798 -1.267
H -7.494 -1.175 -1.694
C 1.766 1.469 1.241
C 2.599 0.278 -0.718
H -3.816 1.411 -0.756
H 4.199 0.904 -2.020
H 5.926 1.094 -0.130
H -7.879 -2.739 -0.911
C -0.735 -0.157 0.968
H 0.136 -0.594 1.426
O -0.769 4.846 -1.134
H 5.365 -0.326 1.916
H -8.061 0.031 0.387
C 5.183 -3.076 -1.381
H 1.338 3.877 0.044
C -0.648 1.147 0.463
H 4.558 1.237 1.808
C 4.622 0.245 1.357
C -5.386 -0.797 -0.391
O -5.693 0.231 -0.928
H 5.745 -2.932 -2.306
N 2.217 0.205 0.680
O 6.813 -1.110 -0.777
H -4.113 -2.031 0.566
H -9.436 -0.948 -0.137
H 2.651 -0.749 -1.087
O -1.790 2.936 -0.684
C 0.530 1.971 0.548
H -1.948 -1.882 1.252
C -1.897 -0.877 0.859
H 3.841 2.040 -0.723
O -6.198 -1.866 -0.246
C -1.784 1.691 -0.162
C -3.028 -0.324 0.239
C -8.421 -0.985 0.247
H -8.422 -1.497 1.206
C 0.489 3.212 0.013
O 4.704 -1.829 -0.896
C -0.690 3.750 -0.638
C 5.076 0.403 -0.105
*
```

**LUMO**: 0.005 hartree
**ΔE to the lowest compared entry with this formula, charge and spin**: 8.2 kcal per mole
**SMILES**: CCOC(=O)Nc1ccc2c(CN3CCC(C(=O)OC)CC3)cc(=O)oc2c1
**E_tot**: -36396.052 eV
**Highest occupied orbital energy**: -8.3 eV
**HOMO-LUMO gap**: 8.46 eV